Entry 1:
ORCA calculation (the ωB97M-V functional and the def2-TZVPD basis) on an isolated molecule of C17H25NO4S.

Properties
LUMO energy   0.0227 hartree
ΔE to the lowest compared entry with this formula, charge and spin   109.9 kJ/mol
SMILES   CCOC(=O)C1(CCOC)CCN(C(=O)c2sccc2C)CC1
Orbital gap   9.52 eV
HOMO energy   -8.9 eV
DFT total energy   -38550.4827 eV

```
48
Properties=species:S:1:pos:R:3:forces:R:3
C -5.1509 -1.7158 -0.5051 0.32 0.24 -0.08
C -4.4248 -0.5259 -1.1163 -0.50 0.02 0.14
H -4.7214 0.3989 -0.6121 0.04 -0.09 -0.15
H -4.6247 -0.4475 -2.1868 0.04 0.03 0.13
O -3.0073 -0.6694 -1.0158 0.06 -0.19 -0.26
C -2.4462 -0.3113 0.1353 0.37 -0.02 0.17
O -3.0640 0.0794 1.0946 -0.16 -0.07 0.09
C -0.9325 -0.5146 0.1500 -0.22 0.12 0.00
C -0.4028 -0.9072 -1.2314 0.11 0.04 0.14
H -0.8745 -1.8459 -1.5233 -0.01 0.03 -0.07
H -0.6863 -0.1611 -1.9715 0.01 -0.06 -0.09
C 1.1215 -1.0644 -1.2110 -0.15 0.19 -0.42
N 1.5544 -1.6347 0.0471 -0.02 -0.11 0.02
C 2.6580 -1.2531 0.7293 0.06 -0.08 0.09
O 2.8723 -1.6071 1.8777 0.04 0.03 0.24
C 3.6244 -0.3899 0.0091 0.52 0.08 -0.39
C 4.2011 0.7579 0.4821 -0.30 -0.27 -0.03
C 5.1624 1.2819 -0.4203 0.04 -0.06 -0.15
C 5.3215 0.5219 -1.5308 -0.22 -0.35 -0.08
S 4.2906 -0.8522 -1.5285 0.09 0.40 0.39
H 5.9873 0.6749 -2.3567 0.18 0.08 -0.15
H 5.7145 2.1852 -0.2306 0.12 0.17 0.01
C 3.8409 1.4158 1.7721 -0.06 -0.03 0.06
H 4.7343 1.8123 2.2494 0.02 0.06 0.09
H 3.3695 0.7013 2.4407 -0.01 0.04 0.09
H 3.1539 2.2450 1.5959 0.00 0.08 0.04
C 0.5811 -2.4832 0.6948 -0.10 -0.23 0.36
C -0.6478 -1.6764 1.1347 0.11 -0.05 -0.06
H -1.5082 -2.3461 1.1860 -0.01 -0.03 0.06
H -0.4894 -1.2678 2.1324 -0.05 -0.01 0.04
H 1.0642 -2.9388 1.5606 -0.10 -0.03 -0.18
H 0.2963 -3.2716 -0.0081 0.00 0.01 0.05
H 1.5997 -0.0910 -1.3401 -0.06 -0.12 -0.02
H 1.4365 -1.7080 -2.0429 -0.04 0.16 0.00
C -0.3179 0.7899 0.6920 -0.35 0.25 -0.31
C -0.4605 1.9706 -0.2753 0.32 -0.06 0.15
O -1.7798 2.1939 -0.7181 0.00 -0.15 -0.17
C -2.5853 2.9311 0.1721 -0.07 0.08 0.18
H -2.0913 3.8650 0.4654 -0.01 0.01 -0.05
H -3.5008 3.1632 -0.3697 -0.03 0.05 0.08
H -2.8354 2.3568 1.0695 0.01 0.07 -0.06
H -0.0665 2.8769 0.2085 0.00 -0.06 -0.10
H 0.1213 1.7931 -1.1842 0.04 0.04 0.09
H 0.7382 0.6498 0.9209 0.06 0.00 0.05
H -0.8364 1.0295 1.6232 0.11 -0.06 0.05
H -4.9468 -1.7657 0.5616 -0.03 -0.02 0.07
H -4.8212 -2.6404 -0.9734 -0.02 -0.09 -0.05
H -6.2212 -1.6055 -0.6531 -0.14 -0.02 -0.01
```
Forces are in eV/Å.

These are the Löwdin partial charges, in e, on atoms 1 to 6: C -0.058; C -0.201; H 0.122; H 0.126; O 0.002; C -0.472

Entry 2:
ORCA calculation (the ωB97M-V functional and the def2-TZVPD basis) on a structure of composition C20H25IN4O3Sn in a non-equilibrium geometry.

Properties
LUMO energy   -0.0316 hartree
ΔE to the lowest compared entry with this formula, charge and spin   0.0 kJ/mol
Orbital gap   6.41 eV
HOMO energy   -7.3 eV
DFT total energy   -47183.6595 eV

```
54
Properties=species:S:1:pos:R:3:forces:R:3
C -2.6874 -3.2012 -0.1643 -0.99 0.12 0.45
C -3.2790 -2.0052 -0.9647 -1.38 -0.95 -0.17
H -2.2655 -3.9718 -0.8131 0.11 0.14 0.02
H -3.5259 -3.6655 0.3705 -0.01 -0.03 -0.16
H -1.9846 -2.9782 0.6592 -0.46 -0.03 -0.64
H -2.7204 -1.6780 -1.8537 -0.22 -0.16 0.37
H -4.2335 -2.3777 -1.3631 0.01 0.21 -0.03
H -3.5306 -1.1506 -0.3336 0.27 -0.08 -0.05
C 2.4966 -2.4457 -1.1109 0.12 0.16 -0.09
C 3.8370 -2.4266 -1.4821 -0.05 0.09 -0.24
C 4.2288 -1.5957 -2.5326 -0.33 -0.12 0.14
C 3.2654 -0.8060 -3.1487 -0.64 0.09 0.05
H 2.1490 -3.0671 -0.2806 0.10 0.19 -0.32
H 4.5405 -3.0492 -0.9347 -0.10 0.14 -0.19
H 5.2640 -1.5432 -2.8667 -0.23 -0.05 0.14
H 3.5240 -0.1164 -3.9477 0.17 -0.32 0.23
N 1.5739 -1.6588 -1.6816 1.12 0.47 -0.62
C 1.9362 -0.8275 -2.6911 0.95 -0.75 0.76
C 0.9417 0.1637 -3.1385 -0.96 1.14 -0.07
N -0.2544 0.1815 -2.4969 0.59 0.76 -0.74
C -1.1102 1.1965 -2.7212 0.63 -0.16 -0.36
C 0.3881 2.2108 -4.3097 -0.04 -0.37 0.19
C -0.8214 2.2333 -3.6136 -0.06 -0.22 0.16
H -2.0465 1.1903 -2.1543 0.33 -0.10 -0.16
H -1.5405 3.0383 -3.7417 0.17 -0.14 -0.01
C 1.2721 1.1660 -4.0693 -0.08 -0.42 0.31
H 2.2453 1.1187 -4.5506 -0.37 0.24 -0.03
H 0.6594 2.9910 -5.0197 -0.16 -0.14 0.21
Sn -0.5506 -1.5267 -0.7013 1.10 0.24 0.33
I 0.3518 -2.9639 1.7744 0.35 -0.24 0.30
C 1.4550 0.1296 3.4105 0.28 -0.22 0.08
C -0.0128 0.4688 3.5877 0.08 0.08 0.19
C -0.6024 1.3630 2.4710 -0.51 0.51 -0.47
C -1.9645 1.9472 2.9401 0.52 0.51 -0.17
C -2.9565 0.9339 3.4646 -0.11 -0.21 -0.05
C 0.3299 2.5394 2.1471 0.38 0.71 0.58
O 0.3803 3.5741 2.7986 -0.12 -1.09 -0.55
N 1.1793 2.3760 1.0606 0.29 0.06 -0.16
C 1.2877 1.2733 0.2034 -0.30 -0.28 0.46
O 2.1909 1.2050 -0.6181 -0.63 0.05 0.51
N 0.2814 0.3471 0.3604 0.07 -0.12 -0.59
C -0.7471 0.5213 1.2104 -1.11 -0.38 0.28
O -1.8134 -0.1141 0.9854 1.51 0.55 0.01
H 1.6082 -0.5315 2.5431 0.06 0.40 0.31
H 1.7898 -0.4279 4.2928 0.06 0.09 -0.18
H 2.0687 1.0372 3.3256 -0.06 -0.25 0.02
H -0.6014 -0.4605 3.6421 0.14 0.32 -0.08
H -0.1599 1.0139 4.5345 0.02 -0.13 -0.28
H -1.7320 2.6825 3.7241 0.01 -0.16 -0.25
H -2.3922 2.5215 2.1084 -0.02 -0.13 0.07
H -2.5949 0.4972 4.4000 -0.19 -0.02 -0.10
H -3.9072 1.4382 3.6578 0.05 -0.14 0.06
H -3.0992 0.1458 2.7200 -0.17 0.11 0.38
H 1.8893 3.0836 0.9120 -0.19 0.03 0.16
```
Forces are in eV/Å.

These are the Löwdin partial charges, in e, on atoms 1 to 6: C -0.308; C -0.276; H 0.065; H 0.079; H -0.126; H -0.003

Entry 3:
ORCA calculation (the ωB97M-V functional and the def2-TZVPD basis) on a cluster of 9 separate species, C40H58N8O6S in total in a non-equilibrium geometry.

Properties
LUMO energy   0.0150 hartree
Orbital gap   8.57 eV
HOMO energy   -8.2 eV
DFT total energy   -77457.9311 eV

```
113
Properties=species:S:1:pos:R:3:forces:R:3
C 0.0648 3.4016 3.2811 -0.84 -0.32 -0.12
N -0.0543 4.0383 1.9443 1.57 -1.41 -1.42
C -1.4184 3.9119 1.3263 0.71 1.38 -0.01
C 0.3082 5.4200 2.1007 -0.44 2.10 0.21
C 1.0222 3.3135 1.0491 -1.32 2.10 -1.34
C 1.2257 3.9085 -0.3618 -1.43 0.05 0.12
O 0.1013 3.6583 -1.1808 -0.46 -0.54 -0.50
H -0.5972 3.9438 3.9563 0.10 -0.11 0.10
H 1.1069 3.4965 3.5616 0.03 -0.18 0.33
H -0.2738 2.3687 3.1927 0.24 0.01 0.08
H -2.0581 4.3403 2.0901 -0.62 -0.36 -0.02
H -1.5537 2.8711 1.0763 -0.50 -0.12 -0.03
H -1.4134 4.5849 0.4374 -0.13 -0.82 0.57
H 1.3243 5.5475 2.4827 -0.08 -0.18 -0.23
H -0.3770 5.8935 2.8232 0.22 -0.31 -0.10
H 0.1445 5.9789 1.1739 0.37 -0.27 0.06
H 0.6755 2.3301 0.8893 -0.37 -1.31 0.37
H 1.9060 3.3707 1.5998 1.47 -0.13 0.96
H 2.1361 3.5298 -0.8140 0.32 -0.47 0.20
H 1.2819 4.9934 -0.4278 0.41 0.18 0.57
H -0.3421 2.7784 -1.0550 0.31 0.27 0.35
C -3.3368 -2.2867 -4.3018 -0.29 -0.05 0.02
N -2.6350 -1.9754 -3.0442 0.79 -0.22 1.30
C -3.2663 -2.5586 -1.7430 -0.36 1.50 -1.23
C -1.3716 -2.6691 -3.1536 2.62 0.12 0.81
C -2.2921 -0.4757 -2.9413 -0.57 0.52 0.91
C -3.5136 0.4389 -2.8165 -0.86 1.38 -0.80
O -4.2147 0.4312 -1.5959 0.86 -0.48 0.99
H -4.2440 -1.7127 -4.2837 -0.26 0.44 -0.68
H -3.6349 -3.3266 -4.3521 0.15 -0.32 0.37
H -2.6272 -2.1280 -5.1373 -0.73 0.44 0.40
H -2.6339 -2.2625 -0.9027 -0.04 -0.02 -0.19
H -3.3778 -3.6323 -1.8557 0.07 0.01 -0.13
H -4.2092 -2.0275 -1.6770 -0.27 -0.24 0.40
H -0.8133 -2.2370 -3.9813 0.05 -0.29 -0.11
H -1.5175 -3.7281 -3.2665 -0.14 -0.42 -0.16
H -0.7256 -2.5056 -2.2535 -0.73 0.00 -0.56
H -1.5946 -0.2163 -3.7373 -0.70 -0.26 -0.55
H -1.6676 -0.2776 -2.0605 -0.26 -0.69 0.10
H -4.3157 0.1718 -3.5151 0.29 -0.28 -0.36
H -3.2968 1.5185 -3.1809 0.42 -1.56 0.87
H -3.6189 0.3192 -0.7821 -0.38 0.22 -1.20
S -1.3506 0.2813 0.4100 -0.30 0.05 -2.91
O -0.2391 -0.5622 -0.1480 -1.22 0.65 0.07
O -2.6436 -0.4285 0.5444 0.27 -0.84 0.28
O -0.9364 0.8827 1.6493 0.75 0.61 1.97
O -1.6598 1.3747 -0.5804 0.96 0.40 -0.12
N 0.8385 -5.0735 -2.8881 -0.91 -0.14 -1.01
C 1.2221 -4.4896 -4.0053 1.52 0.65 -0.36
C 2.3711 -3.6804 -4.1164 -1.15 -1.05 0.54
C 3.0559 -3.5024 -2.9414 0.93 0.71 0.07
C 2.6730 -4.1239 -1.7545 1.01 1.05 0.11
C 1.5551 -4.8813 -1.7991 -1.01 -1.29 0.86
H 0.6908 -4.6757 -4.9070 -0.83 -0.32 -0.51
H 2.6993 -3.2822 -5.0700 -0.11 0.13 0.21
H 3.9026 -2.8360 -2.9905 0.33 0.00 0.34
H 3.2043 -3.9910 -0.8073 -0.09 0.01 -0.47
H 1.1714 -5.4444 -0.9515 0.27 0.30 0.26
N -3.1375 2.3974 4.4179 -1.17 1.40 1.56
C -4.1624 3.2033 4.8311 0.25 0.66 0.79
C -5.3604 3.4167 4.1463 2.04 -1.34 -0.25
C -5.5048 2.7121 2.9550 -0.83 0.33 -0.45
C -4.5076 1.8637 2.5291 0.50 0.40 1.32
C -3.3453 1.7270 3.3187 -0.51 -0.75 -1.26
H -4.0270 3.7455 5.8051 0.14 -0.63 -0.99
H -6.1093 4.0614 4.5069 -0.71 0.67 0.48
H -6.4345 2.8664 2.3870 0.54 -0.28 0.07
H -4.5825 1.2863 1.6572 -0.13 -0.65 -1.12
H -2.5678 1.0264 3.0164 -0.18 0.23 -0.09
N 0.8844 -0.4775 -4.2199 0.10 -0.93 0.05
C 0.6442 0.5840 -3.4849 -0.08 1.42 -0.15
C 0.1044 1.7616 -4.0221 -0.55 -0.67 0.79
C -0.3231 1.7657 -5.3280 0.36 0.61 0.00
C 0.0210 0.6918 -6.1053 -0.30 -1.67 -1.91
C 0.5718 -0.4267 -5.5219 0.53 0.44 1.18
H 0.7712 0.5920 -2.4037 0.39 -0.56 -0.08
H -0.1247 2.5196 -3.2971 -0.07 0.56 -0.14
H -0.8974 2.5634 -5.7553 -0.02 0.50 -0.05
H -0.1780 0.5615 -7.1899 -0.18 0.66 0.82
H 0.7661 -1.3355 -6.0573 0.12 -0.23 -0.48
N 4.0663 0.9258 -0.3841 -0.71 -0.83 0.44
C 4.9390 1.5594 0.3814 0.68 -1.63 -0.10
C 5.7907 0.8368 1.2331 -1.64 -0.09 -0.67
C 5.6550 -0.5314 1.3845 1.17 0.52 0.76
C 4.7411 -1.1790 0.6097 -0.26 -0.56 -0.26
C 3.9661 -0.4205 -0.2054 -0.92 1.50 -1.93
H 5.0225 2.6214 0.2435 0.10 0.38 0.09
H 6.4604 1.3777 1.7962 1.53 0.97 1.30
H 6.2765 -1.0619 2.1055 -0.06 0.12 -0.25
H 4.6307 -2.2453 0.5368 0.01 -0.31 0.43
H 3.2380 -0.8893 -0.8659 -0.01 0.00 0.17
N -0.5722 -4.6914 2.6427 -2.12 0.97 -1.13
C 0.6018 -5.1320 2.9446 0.99 0.21 0.38
C 1.7527 -4.3991 2.6190 1.48 -2.82 0.83
C 1.6519 -3.3206 1.8440 -0.27 1.29 -0.85
C 0.3977 -2.9181 1.3838 0.38 1.42 -0.89
C -0.7020 -3.5675 1.8226 1.83 -2.58 2.45
H 0.6898 -6.0422 3.5484 -0.16 0.22 -0.21
H 2.7367 -4.8458 2.8770 -0.67 0.64 0.13
H 2.5115 -2.7128 1.6462 0.39 0.19 -0.34
H 0.2793 -2.0253 0.7418 0.15 -0.61 0.52
H -1.6608 -3.1813 1.7720 -1.83 0.53 -0.67
N 3.5963 0.4285 4.2087 1.01 0.51 -0.52
C 2.8183 0.5513 3.1322 -0.50 -0.32 0.72
C 1.6257 -0.1146 2.9331 0.84 0.67 1.40
C 1.1081 -0.8394 4.0381 -0.96 -0.18 -2.15
C 1.9030 -0.9826 5.1345 1.18 0.46 0.44
C 3.1801 -0.3671 5.1368 -1.04 -1.65 1.31
H 3.1585 1.2839 2.4555 0.37 0.54 -1.14
H 1.1616 0.1388 2.0097 -0.95 -0.55 -0.37
H 0.1160 -1.3073 3.8750 0.70 0.28 0.58
H 1.6607 -1.5071 6.0392 -0.48 -0.38 0.01
H 3.8412 -0.6554 5.9666 -0.08 0.61 -0.25
```
Forces are in eV/Å.

These are the Löwdin partial charges, in e, on atoms 1 to 6: C 0.008; N -0.343; C 0.037; C -0.045; C -0.040; C -0.203